1.
# C37H39N5OP2V

C37H39N5OP2V as an isolated structure (ωB97M-V with the def2-TZVPD basis set, the Open Molecules 2025 dataset).

Each line ends with the Löwdin charge.
Element x y z (Å)
V -0.2808 -0.6818 0.1203  0.6356
C 2.1501 1.9865 -1.5609  -0.1270
N 1.7375 1.5982 -0.1796  -0.4542
P 2.0928 -0.0946 0.1612  0.9543
C 3.7976 -0.2439 -0.3568  -0.4154
C 4.1625 -1.1561 -1.3433  -0.0829
C 5.4905 -1.2397 -1.7513  -0.0554
C 6.4382 -0.4101 -1.1730  -0.0442
C 6.0708 0.5064 -0.1865  -0.0441
C 4.7516 0.5906 0.2266  -0.0911
C 2.1014 -0.4201 1.9635  -0.3446
C 1.0128 -0.1455 2.8074  -0.1455
C 0.9462 -0.6808 4.0920  -0.0620
C 1.9402 -1.5340 4.5429  -0.0554
C 3.0155 -1.8338 3.7109  -0.0441
C 3.0965 -1.2859 2.4373  -0.0716
P 0.0230 1.8042 0.1578  0.9659
C -0.0004 2.8796 1.6177  -0.3933
C -1.2345 3.1173 2.2268  -0.0968
C -1.3217 3.9658 3.3208  -0.0598
C -0.1723 4.5790 3.8111  -0.0555
C 1.0554 4.3419 3.2082  -0.0541
C 1.1469 3.4880 2.1114  -0.0870
C -0.6541 2.8848 -1.1233  -0.3573
C -1.5970 2.3814 -2.0169  -0.0891
C -2.1753 3.2093 -2.9736  -0.0615
C -1.8083 4.5444 -3.0405  -0.0492
C -0.8669 5.0567 -2.1521  -0.0449
C -0.3004 4.2370 -1.1901  -0.0761
H 3.1975 1.7519 -1.7058  0.0723
H 2.0263 3.0568 -1.6849  0.0793
H 1.5704 1.4844 -2.3408  0.0819
H 3.4161 -1.7970 -1.7968  0.1027
H 5.7800 -1.9477 -2.5195  0.1162
H 7.4726 -0.4726 -1.4894  0.1189
H 6.8182 1.1526 0.2600  0.1188
H 4.4628 1.2983 0.9972  0.1200
H 0.2184 0.5076 2.5158  0.0543
H 0.1136 -0.4223 4.7361  0.1232
H 1.8802 -1.9678 5.5355  0.1226
H 3.7989 -2.4998 4.0558  0.1233
H 3.9416 -1.5423 1.8081  0.1092
H -2.1348 2.6490 1.8397  0.1060
H -2.2813 4.1542 3.7886  0.1141
H -0.2371 5.2449 4.6644  0.1164
H 1.9486 4.8239 3.5910  0.1152
H 2.1042 3.2954 1.6417  0.0992
H -1.8858 1.3443 -1.9591  0.0656
H -2.9156 2.8173 -3.6602  0.1087
H -2.2632 5.1946 -3.7783  0.1181
H -0.5839 6.1017 -2.2054  0.1193
H 0.4109 4.6503 -0.4825  0.1163
C -4.3109 -0.8156 0.5884  0.0118
N -4.1484 -1.1447 -0.8321  -0.0468
C -5.3900 -1.4511 -1.5691  -0.1190
C -5.0824 -2.3093 -2.7702  -0.1387
C -4.0186 -1.6287 -3.5945  -0.1226
N -2.8530 -1.3000 -2.7527  -0.0499
C -1.5943 -1.0922 -3.4751  -0.0082
C -2.9706 -1.0908 -1.4402  -0.4191
O -1.9132 -0.8183 -0.7480  -0.2142
H -4.6082 -1.7005 1.1480  0.1046
H -5.0892 -0.0595 0.6912  0.1066
H -3.3960 -0.4229 0.9992  0.0724
H -5.8725 -0.5176 -1.8670  0.1406
H -6.0602 -1.9639 -0.8828  0.1342
H -5.9822 -2.4557 -3.3668  0.1348
H -4.7307 -3.2917 -2.4456  0.1314
H -4.4008 -0.7162 -4.0563  0.1386
H -3.6684 -2.2785 -4.3920  0.1330
H -1.2398 -2.0279 -3.9092  0.1016
H -0.8362 -0.6918 -2.8269  0.0623
H -1.7565 -0.3826 -4.2853  0.1061
N 1.3672 -5.0466 4.2941  0.2071
C 0.9599 -4.8210 3.2415  -0.1454
C 0.4733 -4.4790 1.9193  -0.1678
C 0.2919 -5.4230 0.9225  0.0340
C -0.1497 -4.9977 -0.3208  -0.0070
C -0.3543 -3.6527 -0.5348  -0.0835
N -0.1707 -2.7241 0.4249  -0.0473
C 0.2051 -3.1495 1.6438  -0.0481
H 0.4978 -6.4694 1.1165  0.1427
H -0.3268 -5.7043 -1.1210  0.1270
H -0.6620 -3.2849 -1.5056  0.1144
H 0.3143 -2.4108 2.4273  0.0992

Summary:
- F_max: 2.18 eV Å⁻¹
- LUMO (spin up / spin down): -0.1935 / -0.2030 hartree
- Gap between HOMO and LUMO (spin up / spin down): 8.356 / 8.055 eV
- Net charge: +2
- DFT total energy: -3408.63259 Ha
- Multiplicity: 4

=====

2.
# C37H40CoO2P2

C37H40CoO2P2 as an isolated structure (ωB97M-V with the def2-TZVPD basis set, the Open Molecules 2025 dataset).

Each line ends with the Löwdin charge.
Element x y z (Å)
Co -0.1962 0.4598 1.3507  0.2040
C -1.6331 1.0029 -2.8707  -0.0911
C -1.6927 -0.3271 -2.7333  -0.1709
C -1.1653 -1.2710 -3.7776  -0.1781
C 0.2309 -0.9369 -4.3829  -0.1765
C 1.1606 -0.1880 -3.4911  -0.1333
C 1.1963 1.1469 -3.3856  -0.1155
C 0.2830 2.0846 -4.1258  -0.1799
C -1.1833 1.6313 -4.1657  -0.1899
C 1.4904 0.3928 2.7404  -0.2081
H -2.0057 1.7303 -2.1366  0.0971
H -2.3638 -0.7976 -2.0111  0.0676
H -1.9170 -1.2762 -4.5777  0.1173
H -1.0718 -2.2879 -3.3765  0.0917
H 0.7074 -1.9037 -4.5771  0.1073
H 0.1355 -0.4362 -5.3594  0.1094
H 1.9873 -0.7994 -3.1361  0.0938
H 2.1099 1.6423 -3.0756  0.0640
H 0.7002 2.1198 -5.1522  0.1203
H 0.3223 3.1108 -3.7037  0.1124
H -1.8237 2.5031 -4.3531  0.1118
H -1.3390 0.9302 -5.0011  0.0979
H 0.8855 1.2110 3.2278  0.0832
H 2.5362 0.6872 3.0046  0.0740
H 1.3228 -0.5092 3.3548  0.0729
P -1.5743 -0.7545 0.2590  0.9706
P 1.9052 0.1744 0.8637  0.9220
C -0.1403 -1.2156 -0.7198  -0.3454
C 1.1425 -0.7065 -0.5491  -0.3100
C -2.6040 -2.1417 0.6652  -0.3383
C -2.6557 -3.2015 -0.2575  -0.0897
C -3.3421 -4.3649 0.0666  -0.0845
C -3.9508 -4.4860 1.3270  -0.0829
C -3.8969 -3.4281 2.2499  -0.0741
C -3.1970 -2.2633 1.9447  -0.0620
C -2.6056 0.7419 0.1919  -0.3428
C -2.0106 2.0211 0.3614  -0.1025
C -2.8491 3.1411 0.2950  -0.0705
C -4.2399 2.9798 0.1718  -0.0771
C -4.8135 1.7053 0.0625  -0.0676
C -3.9947 0.5788 0.0803  -0.0756
C 3.3873 -0.8684 1.1293  -0.3149
C 3.1645 -2.1616 1.6193  -0.0830
C 4.2459 -2.9808 1.9495  -0.0745
C 5.5522 -2.5098 1.7676  -0.0835
C 5.7834 -1.2255 1.2461  -0.0756
C 4.6925 -0.4040 0.9277  -0.0698
C 2.4802 1.8560 0.3946  -0.2941
C 2.3760 2.8758 1.3536  -0.0872
C 2.7313 4.1928 1.0459  -0.0687
C 3.1334 4.5137 -0.2562  -0.0766
C 3.2082 3.5158 -1.2413  -0.0636
C 2.8837 2.1964 -0.8987  -0.0953
H -0.3028 -2.1118 -1.3266  0.0519
H 1.9022 -0.9838 -1.2885  0.0484
H -2.1191 -3.1100 -1.2009  0.0867
H -3.3635 -5.1838 -0.6594  0.1048
H -4.4297 -5.4346 1.5887  0.1021
H -4.3848 -3.5435 3.2239  0.1080
H -3.0572 -1.4692 2.6833  0.1059
H -0.9050 2.1183 0.4730  0.0976
H -2.4377 4.1484 0.3204  0.1058
H -4.8876 3.8550 0.1493  0.1014
H -5.8867 1.5783 -0.0618  0.1047
H -4.3974 -0.4299 -0.0086  0.1067
H 2.1368 -2.5257 1.7233  0.1190
H 4.0759 -3.9900 2.3391  0.1086
H 6.4036 -3.1448 2.0329  0.1047
H 6.8033 -0.8683 1.0866  0.1046
H 4.8578 0.5962 0.5141  0.1038
H 2.0025 2.6418 2.3501  0.0830
H 2.6955 4.9570 1.8267  0.1092
H 3.3740 5.5547 -0.4944  0.1068
H 3.5199 3.7829 -2.2567  0.1116
H 2.9176 1.3965 -1.6405  0.0816
C -1.0324 -1.2727 5.3302  -0.0246
C -1.2947 -0.1782 4.3084  -0.6815
O -1.9106 0.8020 4.7327  -0.0049
O -0.9593 -0.3394 3.0404  -0.2323
H -1.7959 -1.3311 6.1243  0.0804
H -0.1262 -0.9469 5.8497  0.0737
H -0.8872 -2.2676 4.9045  0.0682

Summary:
- F_max: 3.15 eV Å⁻¹
- LUMO (spin up / spin down): 0.0015 / 0.0036 hartree
- Gap between HOMO and LUMO (spin up / spin down): 5.209 / 7.569 eV
- Net charge: 0
- DFT total energy: -3649.54959 Ha
- Multiplicity: 4

=====

Q: Look up the net charge of the second one.
A: 0

=====

Q: Which of these has the highest DFT total energy?
A: C37H39N5OP2V

=====

Q: Among the records above, which one has the highest F_max?
A: C37H40CoO2P2